Here is a structure of composition H6O3Rb from the Open Molecules 2025 dataset. Energies are from the ωB97M-V functional and the def2-TZVPD basis.

Calculated values
**Frontier orbital gap**: 11.85 eV
**Energy above the lowest of the compared OMol25 structures with the same formula, charge and spin**: 21.79 kcal/mol
**E_tot**: -253.20063 a.u.

Structure (ORCA input):
```
! RIJCOSX wB97M-V def2-TZVPD def2/J DEFGRID3
* xyz 1 1
Rb 1.01094 1.07716 -0.15007
O -1.56549 2.24475 -0.57482
H -1.75539 3.15426 -0.68656
H -2.04560 1.79438 -1.27163
O 1.34925 -1.14671 2.00319
H 0.97567 -0.33840 2.32320
H 0.58016 -1.70602 1.87425
O 0.10886 -1.62067 -1.10675
H 0.60513 -2.37584 -0.85496
H 0.73648 -1.08289 -1.55586
*
```

---

Here is a cluster of 2 separate species, C2H4Cl2N2 in total from the Open Molecules 2025 dataset. Energies are from the ωB97M-V functional and the def2-TZVPD basis.

Calculated values
**Frontier orbital gap (spin up / spin down)**: 8.45 / 8.48 eV
**Energy above the lowest of the compared OMol25 structures with the same formula, charge and spin**: 87.07 kcal/mol
**E_tot**: -1108.35673 a.u.

Structure (ORCA input):
```
! RIJCOSX wB97M-V def2-TZVPD def2/J DEFGRID3
* xyz 0 1
C -0.01368 0.17533 1.38661
C 0.32111 0.58505 -0.03480
N -0.04898 -0.99717 -1.67002
N -0.04201 -2.09360 -2.05332
Cl 0.00931 1.49662 2.58630
Cl -0.82594 1.51504 -0.89952
H 0.67844 -0.70276 1.67924
H -0.95318 -0.46672 1.44187
H 1.43805 0.69865 -0.13228
H -0.56312 -0.21044 -2.30409
*
```

---

Here is a cluster of 2 separate species, C5H8N2 in total from the Open Molecules 2025 dataset. Energies are from the ωB97M-V functional and the def2-TZVPD basis.

Calculated values
**Frontier orbital gap**: 8.79 eV
**Energy above the lowest of the compared OMol25 structures with the same formula, charge and spin**: 121.70 kcal/mol
**E_tot**: -304.64155 a.u.

Structure (ORCA input):
```
! RIJCOSX wB97M-V def2-TZVPD def2/J DEFGRID3
* xyz 0 1
C 2.29441 0.23021 0.02266
N 0.88855 -0.06562 -0.04701
C 0.41319 -1.32114 0.11976
C -0.88920 -1.44165 -0.28278
C -1.32621 0.13981 -0.01439
N -2.63884 0.68109 0.01368
C -0.13163 0.83807 -0.06461
H 2.87031 -0.63819 -0.31635
H 2.53412 1.07483 -0.63257
H 2.60920 0.47466 1.04635
H 1.04222 -2.20541 0.14607
H -1.67739 -1.10533 1.07804
H -3.33681 -0.00750 -0.27551
H -2.70543 1.47002 -0.61933
H 0.05219 1.90121 -0.16816
*
```

---

Here is a cluster of 2 separate species, C4H15N3O in total from the Open Molecules 2025 dataset. Energies are from the ωB97M-V functional and the def2-TZVPD basis.

Calculated values
**Frontier orbital gap**: 9.50 eV
**Energy above the lowest of the compared OMol25 structures with the same formula, charge and spin**: 69.21 kcal/mol
**E_tot**: -400.80789 a.u.
**SMILES**: NCCNCCN.O

Structure (ORCA input):
```
! RIJCOSX wB97M-V def2-TZVPD def2/J DEFGRID3
* xyz 0 1
N 0.29262 1.94369 2.13767
C 1.00507 1.60311 0.83572
C 0.58452 0.17923 0.41087
N -0.32453 0.38911 -0.81907
C 0.12764 -0.67145 -1.76164
C -0.80738 -0.58079 -3.00017
N -1.84116 -1.65506 -3.04801
H 0.95323 1.68666 2.83046
H -0.06936 2.93882 2.17828
H 2.05729 1.60434 0.76057
H 0.75232 2.41154 0.11309
H 1.41062 -0.49827 0.20200
H 0.05724 -0.25816 1.33126
H -1.19511 0.11297 -0.58417
H 1.18933 -0.48139 -2.02614
H -0.07765 -1.67773 -1.26726
H -1.50836 0.30848 -3.03592
H -0.11704 -0.59677 -3.93964
H -2.48726 -1.57313 -3.91575
H -1.73444 -2.68259 -2.85285
O 0.78893 -0.84254 4.33876
H 1.21211 -1.05839 5.11883
H 0.89809 -1.42088 3.57434
*
```

---

Here is the ion C3H7N2S with charge +1 from the Open Molecules 2025 dataset. Energies are from the ωB97M-V functional and the def2-TZVPD basis.

Calculated values
**Frontier orbital gap**: 8.87 eV
**Energy above the lowest of the compared OMol25 structures with the same formula, charge and spin**: 59.87 kcal/mol
**E_tot**: -625.87677 a.u.
**SMILES**: C[N+]1=NCCS1

Structure (ORCA input):
```
! RIJCOSX wB97M-V def2-TZVPD def2/J DEFGRID3
* xyz 1 1
C -0.17876 -1.71899 1.43197
N -0.06045 -0.57827 0.50342
N -0.32375 -0.66021 -0.75793
C -0.16300 0.57870 -1.40820
C 0.35667 1.69854 -0.42040
S 0.49227 0.85831 1.17947
H -0.15116 -2.55328 0.78732
H -1.10973 -1.73145 1.96615
H 0.73982 -1.61535 2.04311
H -1.09434 0.93498 -1.92419
H 0.52865 0.32081 -2.14757
H 1.33660 1.94789 -0.84317
H -0.37283 2.51830 -0.40998
*
```

---

Here is a structure of composition C16H33BeN9S3 from the Open Molecules 2025 dataset. Energies are from the ωB97M-V functional and the def2-TZVPD basis.

Calculated values
**Frontier orbital gap**: 8.90 eV
**E_tot**: -2331.28699 a.u.

Structure (ORCA input):
```
! RIJCOSX wB97M-V def2-TZVPD def2/J DEFGRID3
* xyz 2 1
Be -0.14689 -0.31117 -0.40631
C -3.06169 0.70043 1.36359
N -2.94619 1.69563 0.34169
C -4.04489 2.63593 0.21789
C -3.67509 3.43193 -1.02921
N -2.38949 2.87193 -1.42611
C -1.93879 3.25153 -2.74581
C -1.99489 1.87693 -0.59781
N -0.83869 1.22083 -0.60941
C 0.22231 1.74913 -1.45681
C 1.56491 1.32093 -0.90161
N 1.52011 -0.11977 -0.69801
C 2.64881 -0.81417 -0.67101
N 2.66081 -2.16177 -0.58271
C 1.60661 -3.11157 -0.76411
C 3.99791 -2.69177 -0.41021
C 4.87091 -1.48057 -0.70271
N 3.92921 -0.36717 -0.65301
C 4.52641 0.92223 -0.92651
H -4.01449 0.17543 1.25779
H -3.04289 1.16143 2.35529
H -2.26119 -0.02187 1.27599
H -4.09699 3.26583 1.11169
H -4.99589 2.10063 0.12249
H -3.57819 4.50393 -0.83561
H -4.41019 3.30443 -1.83041
H -2.81039 3.46263 -3.36601
H -1.38809 2.45393 -3.22741
H -1.32959 4.15643 -2.70571
H 0.18581 2.83663 -1.49651
H 0.14841 1.33533 -2.46461
H 1.75201 1.82783 0.05129
H 2.31721 1.61293 -1.63091
H 0.71061 -2.60957 -1.10441
H 1.39751 -3.65557 0.16139
H 1.91301 -3.83557 -1.52291
H 4.17041 -3.52297 -1.09611
H 4.12721 -3.06177 0.61319
H 5.34081 -1.53147 -1.69091
H 5.65531 -1.33287 0.04109
H 5.56261 0.86543 -0.59501
H 4.04261 1.72103 -0.37331
H 4.52761 1.15093 -1.99691
N -1.82939 -3.60797 -0.70091
C -1.91609 -2.91727 -1.83811
N -2.57039 -3.46077 -2.85881
S -1.25429 -1.36627 -2.06441
H -2.23179 -4.52997 -0.63101
H -1.34109 -3.25567 0.10479
H -2.99919 -4.37147 -2.78861
H -2.61969 -2.96887 -3.73751
S -0.33439 -1.53837 1.42489
C -0.09239 -0.58747 2.78479
N -0.29609 -1.05007 4.00579
C 0.07571 -0.21997 5.13299
C 0.26501 1.19893 4.59729
S 0.44091 1.05253 2.77089
H -0.58009 -2.00997 4.14879
H 1.00001 -0.60457 5.58149
H -0.71519 -0.25667 5.88769
H 1.15971 1.67623 4.99019
H -0.59589 1.83513 4.79449
*
```

---

Here is an isolated molecule of C13H8N4S from the Open Molecules 2025 dataset. Energies are from the ωB97M-V functional and the def2-TZVPD basis.

Calculated values
**Frontier orbital gap**: 8.59 eV
**Energy above the lowest of the compared OMol25 structures with the same formula, charge and spin**: 25.94 kcal/mol
**E_tot**: -1117.34177 a.u.
**SMILES**: N#Cc1cccn1-c1nccc(-c2cccs2)n1

Structure (ORCA input):
```
! RIJCOSX wB97M-V def2-TZVPD def2/J DEFGRID3
* xyz 0 1
N 0.33587 0.84070 3.43900
C 0.57821 -0.15031 2.83619
C 1.08099 -1.37484 2.28871
C 1.79146 -2.30734 2.97400
C 1.88032 -3.48061 2.16883
C 1.31762 -3.12792 0.97369
N 0.95159 -1.82483 0.95783
C 0.46605 -1.20907 -0.24372
N 0.90328 -1.76312 -1.41730
C 0.68414 -1.12233 -2.57974
C 0.02218 0.07833 -2.57597
C -0.38475 0.63411 -1.32794
C -1.01848 1.92509 -1.34405
C -1.35657 2.50131 -0.13677
C -2.30292 3.69460 -0.34211
C -2.54896 3.86961 -1.68075
S -1.81469 2.65661 -2.73550
N -0.08429 0.04281 -0.20268
H 2.02524 -2.20251 4.00762
H 2.12909 -4.51697 2.41469
H 1.33164 -3.81329 0.09717
H 1.06772 -1.43551 -3.47385
H -0.19616 0.67685 -3.43328
H -1.04003 2.20487 0.86061
H -2.71982 4.39926 0.44309
H -3.09870 4.80453 -1.96777
*
```

---

Here is a structure of composition C48H64N7NaO3Se from the Open Molecules 2025 dataset. Energies are from the ωB97M-V functional and the def2-TZVPD basis.

Calculated values
**Frontier orbital gap**: 4.13 eV
**E_tot**: -5040.28820 a.u.

Structure (ORCA input):
```
! RIJCOSX wB97M-V def2-TZVPD def2/J DEFGRID3
* xyz -2 1
Na 0.45952 -0.18140 -1.33516
C -0.96746 -4.72678 -2.37390
N -0.13451 -3.60177 -2.04365
C 0.52577 -3.04294 -3.20118
C 0.78226 -3.84371 -0.95516
C 0.17737 -3.67410 0.44857
N -0.36812 -2.36754 0.67275
C -0.09723 -1.79800 1.96284
C 1.35234 -1.42057 2.19588
C 1.79037 -1.28926 3.49546
C 3.08831 -0.88079 3.79396
C 3.94497 -0.69607 2.71092
C 3.57666 -0.86312 1.38899
C 2.19734 -1.12386 1.07597
O 1.73493 -1.10896 -0.09877
C 4.65626 -0.68200 0.31282
C 4.23857 -1.16528 -1.07832
C 5.91368 -1.49131 0.69692
C 5.03271 0.80313 0.19654
C 3.54962 -0.53678 5.20533
C 2.62999 -1.11947 6.28431
C 4.97028 -1.05144 5.48847
C 3.54290 0.99246 5.36440
C -1.65897 -2.17418 0.04308
C -2.51552 -1.02618 0.48484
C -3.86774 -1.22231 0.65888
C -4.73883 -0.17166 0.93991
C -4.16089 1.05846 1.23895
C -2.81211 1.29673 1.12177
C -1.96475 0.29732 0.52229
O -0.81778 0.54083 0.05626
C -2.22921 2.64087 1.51789
C -3.14462 3.43204 2.46817
C -0.90264 2.41929 2.25157
C -1.98450 3.44343 0.23859
C -6.24058 -0.36145 0.81118
C -6.51935 -0.88653 -0.60626
C -7.01530 0.95138 0.96787
C -6.77368 -1.35359 1.85361
H -0.40170 -5.59496 -2.77023
H -1.69163 -4.42253 -3.12985
H -1.51331 -5.06035 -1.49235
H 1.24705 -3.74288 -3.66078
H 1.04273 -2.13606 -2.90185
H -0.22611 -2.76463 -3.93482
H 1.56572 -3.09226 -1.02041
H 1.23655 -4.85682 -1.02396
H 0.99966 -3.82546 1.15385
H -0.58018 -4.46532 0.64528
H -0.41698 -2.48641 2.77510
H -0.70164 -0.89695 2.05835
H 1.08061 -1.49726 4.28946
H 4.96316 -0.39369 2.91777
H 3.92598 -2.20577 -1.04575
H 5.08110 -1.08036 -1.76764
H 3.41690 -0.57842 -1.47256
H 5.65097 -2.53830 0.84254
H 6.37142 -1.13016 1.61612
H 6.65596 -1.42462 -0.10140
H 4.15089 1.36885 -0.09226
H 5.79688 0.94391 -0.56958
H 5.41681 1.18938 1.14094
H 2.56751 -2.20200 6.19851
H 1.62831 -0.70569 6.20882
H 3.01965 -0.87292 7.27372
H 5.04318 -2.11461 5.27072
H 5.22216 -0.89163 6.53848
H 5.71038 -0.53058 4.88726
H 2.53846 1.37718 5.20652
H 4.19721 1.45393 4.62993
H 3.87647 1.28261 6.36308
H -2.25400 -3.10160 0.15878
H -1.45076 -2.05202 -1.02700
H -4.26968 -2.22546 0.54210
H -4.79886 1.86548 1.56179
H -3.52849 2.78237 3.25442
H -3.98464 3.88721 1.94481
H -2.56790 4.23006 2.93519
H -1.08815 1.92674 3.20543
H -0.40947 3.37389 2.43037
H -0.25369 1.78821 1.65372
H -2.92348 3.64846 -0.27686
H -1.35352 2.85277 -0.41787
H -1.48945 4.38926 0.45928
H -6.14495 -0.17049 -1.33528
H -7.58929 -1.02896 -0.76623
H -6.01169 -1.83040 -0.78127
H -6.70489 1.66178 0.20495
H -6.84758 1.39035 1.94885
H -8.08509 0.76658 0.85589
H -6.21583 -2.28515 1.82454
H -7.82680 -1.57293 1.66974
H -6.67968 -0.93168 2.85291
O 1.57811 0.02568 -2.99152
C 1.42641 0.29826 -4.21462
C 2.52942 0.58234 -5.07363
C 2.38838 0.80719 -6.41905
C 1.13052 0.79880 -7.01172
C 0.02486 0.60656 -6.19952
C 0.14026 0.35953 -4.84304
C -1.08106 0.27005 -4.05344
N -1.51276 -0.70900 -3.29060
C -2.73240 -0.32338 -2.82946
C -3.04720 0.90954 -3.31162
N -2.00344 1.26950 -4.11523
H 3.50909 0.60727 -4.61357
H 3.26950 1.00215 -7.02551
H 1.01676 0.97128 -8.07640
H -0.96905 0.62212 -6.63633
H -3.31698 -0.96301 -2.19782
H -3.90941 1.53106 -3.17555
H -1.81507 2.18986 -4.48393
Se -0.33931 5.41676 -4.43836
N 0.82272 6.00449 -3.21006
C 1.06097 4.98489 -2.38494
C 1.90956 5.00703 -1.27000
C 2.03475 3.84446 -0.54370
C 1.32101 2.69834 -0.92111
N 0.49323 2.64643 -1.93799
C 0.35559 3.74892 -2.67285
N -0.45743 3.80026 -3.72899
H 2.45752 5.90455 -1.01234
H 2.67257 3.81554 0.32822
H 1.39660 1.78795 -0.35315
*
```

---

> What is the E_tot in the sixth record?

-2331.28699 a.u.

---

> The lowest E_tot belongs to which entry?

C48H64N7NaO3Se

---

Repeat the third record exactly.
Here is a cluster of 2 separate species, C5H8N2 in total from the Open Molecules 2025 dataset. Energies are from the ωB97M-V functional and the def2-TZVPD basis.

Calculated values
**Frontier orbital gap**: 8.79 eV
**Energy above the lowest of the compared OMol25 structures with the same formula, charge and spin**: 121.70 kcal/mol
**E_tot**: -304.64155 a.u.

Structure (ORCA input):
```
! RIJCOSX wB97M-V def2-TZVPD def2/J DEFGRID3
* xyz 0 1
C 2.29441 0.23021 0.02266
N 0.88855 -0.06562 -0.04701
C 0.41319 -1.32114 0.11976
C -0.88920 -1.44165 -0.28278
C -1.32621 0.13981 -0.01439
N -2.63884 0.68109 0.01368
C -0.13163 0.83807 -0.06461
H 2.87031 -0.63819 -0.31635
H 2.53412 1.07483 -0.63257
H 2.60920 0.47466 1.04635
H 1.04222 -2.20541 0.14607
H -1.67739 -1.10533 1.07804
H -3.33681 -0.00750 -0.27551
H -2.70543 1.47002 -0.61933
H 0.05219 1.90121 -0.16816
*
```